# 1
DFT (ωB97M-V/def2-TZVPD) results for an isolated ion of composition C4H9N2O2 and charge -1.

Summary:
HOMO: -2.748 eV
frontier orbital gap: 6.2243 eV
SMILES string: O=CNCCNC[O-]
total energy: -417.80154 Ha
energy relative to the best compared isomer or geometry (same formula, charge and spin): 212.9 kJ/mol

Geometry as ORCA input:
```
! RIJCOSX wB97M-V def2-TZVPD def2/J DEFGRID3
* xyz -1 1
C -0.35377 -0.96354 -0.33454
N -1.17758 -1.74162 0.62566
C -0.64833 -2.20283 1.79413
O -1.05635 -3.18638 2.38866
C 0.08967 0.41114 0.14670
N 1.00803 0.96715 -0.85739
C 0.67985 2.43269 -1.22782
O 0.95237 3.33979 -0.32070
H -0.98442 -0.82116 -1.21359
H 0.53370 -1.51061 -0.65996
H -1.77330 -2.44204 0.21495
H 0.14615 -1.53822 2.16113
H 0.53102 0.34584 1.14577
H -0.74239 1.10850 0.22027
H 1.94260 0.93083 -0.47117
H -0.41348 2.34284 -1.44702
H 1.26625 2.52764 -2.16507
*
```

Computed Mulliken charges, given in elementary charges:
1 C -0.510
2 N -0.169
3 C 0.092
4 O -0.601
5 C -0.394
6 N -0.375
7 C -0.450
8 O -0.856
9 H 0.288
10 H 0.230
11 H 0.241
12 H 0.294
13 H 0.206
14 H 0.296
15 H 0.187
16 H 0.250
17 H 0.270

---

# 2
DFT (ωB97M-V/def2-TZVPD) results for a 9-piece molecular cluster, C29H75O12PSi overall in a non-equilibrium geometry.

Summary:
HOMO: -7.742 eV
frontier orbital gap: 8.4602 eV
SMILES string: C#C[Si@@](COCCOCC)(OCCOCC)P(C)C.CCO.CCO.CCO.CCO.CCO.CCO.CCO.CCO
total energy: -2683.34061 Ha

Geometry as ORCA input:
```
! RIJCOSX wB97M-V def2-TZVPD def2/J DEFGRID3
* xyz 0 1
C 1.25325 7.09409 -1.73223
C 0.70850 5.89072 -1.82048
Si 0.13510 4.04989 -1.58171
C -1.33840 3.73968 -2.76470
O -2.60764 3.83907 -2.02461
C -3.67768 4.32138 -2.87506
C -5.15655 3.89323 -2.36281
O -5.22575 2.48134 -1.95853
C -6.64970 2.17516 -1.91629
C -7.01355 0.86753 -1.04143
O 1.52000 3.03727 -1.82354
C 1.35804 2.08438 -2.91058
C 0.65157 0.68986 -2.40353
O 1.16289 -0.34920 -3.27758
C 1.42736 -1.58775 -2.56633
C 0.07038 -2.46873 -2.46351
P -0.50936 3.78943 0.53673
C 1.07469 3.07363 1.38112
C -1.76303 2.33464 0.67523
H 1.98007 7.98859 -1.79053
H -1.34318 2.71574 -3.28633
H -1.31915 4.60001 -3.55589
H -3.60371 5.48021 -2.88184
H -3.59148 3.93708 -3.96123
H -5.51895 4.50030 -1.44693
H -5.93693 4.10001 -3.20216
H -7.25095 3.05770 -1.44256
H -7.11524 2.01106 -2.97063
H -6.21717 0.05172 -1.19589
H -7.11335 1.10983 0.09221
H -8.02771 0.41388 -1.37809
H 0.88108 2.50581 -3.86705
H 2.43703 1.75989 -3.21613
H -0.48778 0.87390 -2.50204
H 0.98942 0.49021 -1.32131
H 2.19482 -2.19989 -3.19391
H 1.86627 -1.46128 -1.51451
H -0.42141 -2.25195 -1.44497
H -0.60430 -2.13667 -3.34092
H 0.31692 -3.59806 -2.58012
H 0.81707 2.83536 2.47377
H 1.94334 3.82896 1.29261
H 1.35757 2.14025 0.75886
H -2.80140 2.81646 0.47315
H -1.68967 1.87076 1.73180
H -1.61996 1.54988 -0.16426
C 1.47595 10.93272 -3.46844
C 2.93845 11.13302 -3.81033
O 3.69334 9.99315 -3.41765
H 1.35226 10.76508 -2.39482
H 0.88371 11.80365 -3.76013
H 1.07734 10.04963 -3.97708
H 3.33870 12.00237 -3.28373
H 3.07152 11.28926 -4.88549
H 3.33854 9.22944 -3.89508
C 0.69197 -3.95721 1.66351
C 1.74076 -2.97626 1.18004
O 1.12485 -1.93079 0.43426
H 0.14651 -4.38445 0.81722
H 1.15082 -4.76838 2.23385
H -0.04552 -3.45471 2.29678
H 2.46230 -3.47731 0.53070
H 2.28217 -2.53568 2.02153
H 0.49395 -1.48736 1.01953
C 4.84818 -6.48145 3.47082
C 4.73144 -5.41468 2.40075
O 3.86572 -4.37642 2.83947
H 3.86519 -6.89991 3.70458
H 5.50784 -7.29013 3.14570
H 5.24286 -6.05674 4.39878
H 4.31650 -5.83775 1.48267
H 5.71007 -4.98218 2.17016
H 4.24579 -4.00213 3.64795
C 9.47501 -3.81398 4.39141
C 8.11868 -4.25013 3.87641
O 7.12308 -3.30562 4.25473
H 9.45949 -3.71772 5.48067
H 10.24739 -4.53333 4.11193
H 9.74488 -2.83270 3.98854
H 7.84374 -5.21983 4.29797
H 8.12350 -4.33685 2.78513
H 7.36919 -2.45229 3.87039
C -5.10849 -2.50580 0.61238
C -3.66031 -2.26407 0.23682
O -2.86368 -3.38087 0.61210
H -5.20325 -2.67570 1.68876
H -5.73136 -1.65222 0.33370
H -5.49334 -3.40003 0.11361
H -3.27304 -1.38273 0.75375
H -3.55692 -2.10538 -0.84128
H -3.20751 -4.15470 0.14341
C -7.70110 7.06721 -0.20982
C -8.99009 6.27067 -0.24645
O -8.78204 4.97619 0.30444
H -6.91620 6.55342 -0.77189
H -7.84553 8.06338 -0.63548
H -7.34036 7.17262 0.81777
H -9.33515 6.14907 -1.27583
H -9.77708 6.77340 0.32451
H -8.48518 5.09216 1.21820
C -7.32186 -6.05521 -2.90720
C -7.29801 -4.62990 -2.39240
O -5.96412 -4.13702 -2.37625
H -6.70205 -6.70072 -2.27877
H -8.34138 -6.44865 -2.91992
H -6.91181 -6.10764 -3.92029
H -7.68786 -4.58516 -1.37281
H -7.90699 -3.97547 -3.02402
H -5.62909 -4.17159 -3.28352
C 11.69884 -7.65718 6.72721
C 10.50462 -7.64836 5.79413
O 10.76219 -6.80709 4.67658
H 11.92081 -6.64488 7.07610
H 11.51233 -8.29623 7.59389
H 12.59212 -8.01890 6.20904
H 9.62011 -7.26610 6.30895
H 10.28402 -8.65720 5.43132
H 11.54121 -7.15703 4.22119
*
```

Mulliken population analysis, charges in e, atoms 1 to 99:
1 C -0.096
2 C -0.410
3 Si 0.420
4 C -0.600
5 O -0.099
6 C -0.636
7 C -0.298
8 O -0.282
9 C -0.149
10 C -0.859
11 O -0.395
12 C -0.519
13 C 0.416
14 O -0.415
15 C -0.193
16 C -0.654
17 P -0.073
18 C -0.761
19 C -0.631
20 H 0.298
21 H 0.313
22 H 0.425
23 H 0.300
24 H 0.350
25 H 0.141
26 H 0.350
27 H 0.152
28 H 0.227
29 H 0.110
30 H 0.262
31 H 0.321
32 H 0.240
33 H 0.313
34 H -0.121
35 H 0.025
36 H 0.270
37 H 0.251
38 H -0.019
39 H 0.304
40 H 0.331
41 H 0.325
42 H 0.292
43 H 0.080
44 H 0.197
45 H 0.382
46 H 0.049
47 C -0.958
48 C -0.226
49 O -0.526
50 H 0.232
51 H 0.343
52 H 0.305
53 H 0.281
54 H 0.252
55 H 0.297
56 C -1.052
57 C -0.227
58 O -0.310
59 H 0.237
60 H 0.364
61 H 0.338
62 H 0.238
63 H 0.212
64 H 0.175
65 C -1.111
66 C -0.033
67 O -0.444
68 H 0.341
69 H 0.332
70 H 0.282
71 H 0.336
72 H 0.073
73 H 0.257
74 C -1.059
75 C -0.001
76 O -0.515
77 H 0.268
78 H 0.191
79 H 0.424
80 H 0.174
81 H 0.216
82 H 0.288
83 C -0.745
84 C -0.034
85 O -0.480
86 H 0.327
87 H 0.100
88 H 0.117
89 H 0.249
90 H 0.204
91 H 0.268
92 C -0.778
93 C -0.269
94 O -0.497
95 H 0.068
96 H 0.340
97 H 0.327
98 H 0.276
99 H 0.288

---

# 3
DFT (ωB97M-V/def2-TZVPD) results for C6H10O in the gas phase.

Summary:
HOMO: -8.672 eV
frontier orbital gap: 8.3842 eV
total energy: -309.64149 Ha
energy relative to the best compared isomer or geometry (same formula, charge and spin): 527.4 kJ/mol

Geometry as ORCA input:
```
! RIJCOSX wB97M-V def2-TZVPD def2/J DEFGRID3
* xyz 0 1
C -1.67837 0.38988 0.99860
C -2.09947 -0.26710 -0.28016
C -0.93524 -0.81719 0.51044
C 0.46417 -0.62360 -0.01949
C 0.48333 0.54187 -1.02726
C 2.37710 0.44880 0.30756
O 1.35134 -0.19177 1.01136
H -1.14483 1.33051 0.89935
H -2.30706 0.30628 1.88075
H -3.01239 -0.85525 -0.31226
H -1.88692 0.27633 -1.19990
H -1.10093 -1.75944 1.02710
H 0.85364 -1.57952 -0.41954
H 0.88887 0.16732 -1.98836
H 1.89045 1.15675 -0.44567
H 3.04630 -0.24653 -0.22192
H 2.94269 1.11206 0.96452
*
```

Computed Mulliken charges, given in elementary charges:
1 C -0.463
2 C -0.645
3 C -0.313
4 C 0.198
5 C -0.806
6 C -0.557
7 O -0.379
8 H 0.218
9 H 0.281
10 H 0.277
11 H 0.234
12 H 0.429
13 H 0.398
14 H 0.233
15 H 0.291
16 H 0.292
17 H 0.313

---

- Look up the HOMO of the first one.
  -2.748 eV